[1]
Below is 2 unconnected molecules or ions with the total composition C21H29Br2N3O6S2, with properties calculated with wB97M-V/def2-TZVPD.

Structure (XYZ):
```
63
Properties=species:S:1:pos:R:3:forces:R:3
C 4.247377 -3.003910 1.325787 -0.36 0.57 -1.06
C 3.280096 -2.816372 0.591871 0.91 1.21 -0.33
C 2.305941 -2.227803 -0.514657 1.19 -1.43 1.37
C 3.067402 -1.166319 -1.466722 -1.13 -0.77 0.46
C 4.644689 -1.275715 -1.527525 0.98 -1.97 0.10
Br 5.889930 0.209174 -1.070310 -1.31 -1.03 -0.25
C 5.293510 -2.443007 -1.923594 0.49 1.94 0.64
C 6.885789 -2.537034 -2.025880 -0.88 -1.56 -0.22
Br 4.348577 -4.104325 -2.397954 0.76 1.41 0.30
O 2.715302 -1.409514 -2.876484 0.95 2.39 -0.13
C 3.137018 -0.154873 -3.459267 -0.28 -0.07 -0.29
O 3.495232 -0.036790 -4.597594 -0.72 0.03 2.15
O 3.033704 0.885972 -2.477375 -0.40 -2.70 -1.96
C 2.346162 0.228257 -1.348366 1.23 1.89 0.53
C 2.634219 1.220934 -0.153539 -0.61 0.29 0.81
C 2.284888 0.693114 1.306896 -0.21 0.18 0.67
C 0.803902 1.036475 1.812585 -0.03 1.38 0.34
S -0.274015 -0.463277 1.995185 -0.59 -0.44 -0.76
C -2.039749 0.045914 1.866887 -1.14 1.75 0.57
S -2.562586 1.406120 2.691375 1.02 -1.27 -1.05
N -3.041427 -0.676809 1.101034 1.63 -0.33 -0.20
C -2.679791 -2.106526 0.891470 -0.27 -0.51 -0.33
C -3.790990 -2.835771 0.004611 -0.15 -0.27 0.42
O -3.953245 -2.222865 -1.300026 0.24 0.57 1.33
C -4.349044 -0.843432 -1.105114 0.15 0.09 0.08
C -3.237740 -0.069933 -0.251820 -0.24 -0.33 -1.31
C 0.786795 0.243490 -1.665520 -0.50 1.91 -1.47
C 0.479374 1.570343 -2.674121 -0.41 2.33 0.35
C -1.101171 2.136929 -2.582157 1.03 -1.79 1.34
O 0.221856 2.837958 -1.971353 1.52 -4.89 -0.86
H 5.259343 -3.045688 1.817633 -2.00 -0.22 -0.59
H 1.447506 -1.739575 0.056783 0.99 -0.62 -1.08
H 1.959740 -3.136032 -1.106228 0.21 1.47 0.57
H 7.404847 -2.133717 -1.110877 -0.71 -0.10 -1.18
H 7.230144 -2.083608 -3.002464 -0.33 -0.17 1.29
H 7.167110 -3.643297 -2.083615 -0.49 1.47 0.05
H 3.688100 1.632075 -0.114851 -1.18 -0.94 -0.48
H 1.966488 2.134569 -0.329555 0.89 -1.22 0.05
H 2.981850 1.249541 2.021195 -0.93 -0.82 -0.95
H 2.475376 -0.405489 1.486612 0.05 1.15 -0.39
H 0.881765 1.558843 2.819164 -0.30 -0.71 -1.28
H 0.281057 1.740427 1.098868 0.57 -0.71 0.81
H -1.697159 -2.174930 0.310426 -1.03 -0.07 0.79
H -2.584879 -2.572177 1.929949 -0.10 0.33 -1.55
H -4.813739 -2.839597 0.509607 1.31 0.12 -0.31
H -3.488248 -3.917982 -0.155473 -0.27 1.40 0.08
H -4.461305 -0.383394 -2.143249 0.38 -0.54 1.44
H -5.372009 -0.831324 -0.618368 1.13 0.18 -0.25
H -2.255499 -0.257554 -0.813709 -1.20 0.59 0.44
H -3.507431 1.025555 -0.221245 0.46 -1.22 0.28
H 0.400316 -0.653507 -2.229342 0.49 0.83 0.80
H 0.150984 0.509987 -0.773830 0.85 -0.73 -0.77
H 0.995699 1.579585 -3.729726 -1.26 0.31 2.24
H -1.609291 2.690903 -1.745701 -0.83 0.43 -1.92
H -1.352262 1.106340 -2.089890 0.50 1.20 0.65
N -6.892567 4.724990 4.602045 -0.49 0.38 0.19
C -6.224806 3.586748 4.268154 -0.06 -0.32 -0.02
N -4.932275 3.775459 3.890138 0.52 -0.13 -0.14
O -6.745362 2.485381 4.305458 0.00 0.10 0.01
H -6.483150 5.640473 4.578254 0.00 -0.08 -0.01
H -7.851977 4.626429 4.887283 0.15 0.01 -0.05
H -4.403630 2.956615 3.635003 -0.15 0.12 -0.02
H -4.486738 4.673528 3.853222 -0.06 -0.05 0.02
```
Positions in Å, forces in eV/Å.

- E_tot (hartree) = -7377.28909
- spin multiplicity = 1

Atom charges from the Löwdin analysis, given in e for atoms 1 to 8: 0.081, -0.139, -0.094, -0.335, -0.512, 0.789, -0.633, -0.172

***

[2]
Below is a single C17H19N3O2 molecule, with properties calculated with wB97M-V/def2-TZVPD.

Structure (XYZ):
```
41
Properties=species:S:1:pos:R:3:forces:R:3
O -1.071808 1.925793 0.803226 -0.02 -0.02 0.23
C -0.295575 1.684903 -0.115600 -0.14 -0.01 -0.10
C 1.046086 1.106040 0.130801 0.33 -0.08 0.15
C 2.196322 1.598693 -0.462797 -0.04 -0.22 0.29
C 3.424611 1.007709 -0.196663 0.08 0.10 -0.07
C 3.443138 -0.077883 0.661769 0.11 0.23 -0.17
N 2.376458 -0.537875 1.284736 -0.22 -0.26 0.18
C 1.195169 0.053580 1.079320 0.19 0.31 -0.26
N 0.144759 -0.381471 1.793688 -0.42 0.04 0.16
C 0.193436 -1.508837 2.692834 0.09 -0.14 0.03
C -0.534875 -2.696759 2.114737 -0.04 -0.02 0.13
C -0.106692 -3.240394 0.909113 -0.01 -0.02 0.01
C -0.770414 -4.316296 0.349625 0.07 0.01 -0.07
C -1.869768 -4.863712 0.991099 -0.10 -0.08 0.02
C -2.301937 -4.328201 2.191580 -0.10 -0.11 -0.03
C -1.639618 -3.246934 2.748211 0.13 0.06 0.01
N -0.649208 1.933948 -1.401035 -0.08 0.13 -0.09
C -0.007174 1.470305 -2.608905 0.27 0.10 -0.42
C 0.243896 2.671086 -3.529598 0.13 -0.35 0.06
O -0.958369 3.345957 -3.813786 -0.05 0.03 -0.16
C -1.586940 3.793278 -2.631924 -0.22 -0.11 0.24
C -1.889578 2.627916 -1.686465 -0.13 0.43 0.00
H 2.141735 2.458348 -1.116358 -0.06 0.02 -0.09
H 4.331170 1.380453 -0.644516 0.09 0.01 -0.03
H 4.364104 -0.602690 0.882365 0.13 0.02 -0.06
H -0.723030 0.126679 1.694734 0.14 0.04 0.01
H -0.248098 -1.224905 3.652967 0.08 -0.05 -0.05
H 1.250119 -1.750543 2.835953 -0.22 0.03 0.14
H 0.755232 -2.813311 0.417204 0.10 0.05 -0.08
H -0.428735 -4.733156 -0.586757 0.03 -0.03 -0.07
H -2.387187 -5.706093 0.555968 -0.04 -0.06 -0.03
H -3.159060 -4.751054 2.695125 -0.07 -0.03 0.03
H -1.982192 -2.830459 3.684965 -0.03 0.06 0.10
H 0.920141 0.946885 -2.384407 -0.13 0.01 -0.08
H -0.691211 0.779026 -3.120400 0.11 0.02 0.03
H 0.646669 2.344661 -4.489642 0.04 0.00 0.08
H 0.956835 3.361286 -3.051665 -0.02 -0.06 -0.03
H -2.508169 4.285639 -2.945675 0.04 0.01 0.09
H -0.941224 4.521488 -2.117580 -0.07 -0.04 -0.02
H -2.308595 2.983961 -0.744875 -0.01 -0.05 -0.15
H -2.596173 1.939066 -2.164659 0.02 0.04 0.05
```
Positions in Å, forces in eV/Å.

- relative energy (zero: lowest compared OMol25 entry of this formula, charge and spin) (kJ/mol) = 155.72
- E_tot (hartree) = -973.96997
- spin multiplicity = 1

Atom charges from the Löwdin analysis, given in e for atoms 1 to 8: 0.050, -0.394, -0.067, -0.038, -0.074, -0.142, 0.117, -0.269

***

[3]
Below is 2 unconnected molecules or ions with the total composition C4H7N2O, with properties calculated with wB97M-V/def2-TZVPD.

Structure (XYZ):
```
14
Properties=species:S:1:pos:R:3:forces:R:3
C 0.735143 1.742010 0.271805 -2.64 -0.80 0.02
C -1.542647 0.779704 0.547126 3.72 0.47 -2.59
C 1.904189 -1.189248 0.265009 2.54 -0.03 -0.03
C 0.858248 -1.044520 -0.555586 1.30 -0.92 0.40
N -0.318823 1.170534 0.101624 -2.93 -0.51 0.15
N -2.294924 0.191152 -0.319853 -2.23 -0.95 1.41
O 1.693145 2.309006 0.218890 3.22 1.52 0.21
H -1.671762 0.928139 1.557900 -1.38 0.07 2.10
H 2.804424 -0.511669 0.064661 -1.11 -1.20 0.17
H 2.188700 -2.023081 1.057706 -1.56 2.04 -1.48
H 0.793145 -0.546060 -1.513714 0.72 0.75 0.27
H -0.021206 -1.576907 -0.390034 -1.34 -1.39 0.40
H -3.222630 -0.268991 -0.077851 1.68 1.01 -0.36
H -1.905008 0.039931 -1.227680 0.02 -0.06 -0.69
```
Positions in Å, forces in eV/Å.

- relative energy (zero: lowest compared OMol25 entry of this formula, charge and spin) (kJ/mol) = 289.07
- net charge = +1
- E_tot (hartree) = -341.02615
- spin multiplicity = 1

Atom charges from the Löwdin analysis, given in e for atoms 1 to 8: -0.259, -0.052, -0.057, -0.133, 0.164, 0.240, 0.331, 0.147

***

[4]
Below is a single C3H8N4 molecule, with properties calculated with wB97M-V/def2-TZVPD.

Structure (XYZ):
```
15
Properties=species:S:1:pos:R:3:forces:R:3
C 2.766184 -0.296191 -0.976952 -3.41 0.13 0.24
N 1.564370 0.090971 -0.510721 3.88 -3.47 -2.29
N 0.715973 -1.083460 -0.216899 -1.67 4.81 1.71
C -0.400688 -0.425235 0.238229 0.98 -0.52 -1.22
C -1.384290 -1.094331 1.029818 -4.03 -1.38 3.17
N -0.693732 0.925103 0.073428 2.28 -0.73 -1.63
N -1.984406 1.495714 0.233886 -0.75 0.04 -3.20
H 2.905820 -1.517391 -1.094883 0.19 3.46 0.17
H 3.374187 0.607033 -1.389835 -0.56 -2.21 0.95
H -1.332171 -2.220292 1.164351 0.55 1.53 -0.27
H -1.394923 -0.567930 2.125983 0.19 -1.39 -2.50
H -2.481760 -0.895360 0.686843 2.02 -0.17 0.38
H 0.122179 1.296848 -0.486131 -1.58 0.47 0.74
H -2.448132 1.981528 -0.700220 2.06 -1.86 2.81
H -1.847871 2.211806 0.889459 -0.16 1.29 0.93
```
Positions in Å, forces in eV/Å.

- relative energy (zero: lowest compared OMol25 entry of this formula, charge and spin) (kJ/mol) = 472.91
- E_tot (hartree) = -337.97367
- spin multiplicity = 1

Atom charges from the Löwdin analysis, given in e for atoms 1 to 8: -0.068, -0.149, 0.026, -0.447, -0.095, -0.092, -0.006, 0.112